No. 1
{
  "formula": "C2HClN2O",
  "method": "the ωB97M-V functional and the def2-TZVPD basis",
  "symbols": ["C", "C", "N", "N", "O", "Cl", "H"],
  "xyz": [[0.0299, 0.9809, 0.9894], [0.1434, 0.6381, -0.3297], [0.1088, 1.2732, 2.0957], [-1.2310, -1.5324, -0.5262], [-0.3524, -2.2722, -0.4640], [1.4313, -0.3895, -0.7458], [-0.1299, 1.3019, -1.0194]],
  "forces_ev_per_a": [[0.3, 0.1, 0.6], [1.2, -2.8, 1.1], [-0.3, 0.2, 1.2], [1.5, -1.2, 0.3], [-2.0, 0.9, -0.2], [0.7, 0.5, -0.1], [-1.3, 2.2, -2.9]],
  "nbo_charge": [0.1734, -0.2999, -0.2610, 0.2476, -0.1560, 0.0809, 0.2149],
  "gap_ev": [8.69, 7.90],
  "molar_mass_g_mol": 104.5,
  "e_above_lowest_ev": 4.299,
  "e_lumo_ha": [-0.0203, -0.0490],
  "largest_force_ev_per_a": 3.855
}

=====

No. 2
{
  "formula": "C2HClN2O2",
  "method": "the ωB97M-V functional and the def2-TZVPD basis",
  "symbols": ["O", "C", "N", "O", "H", "N", "C", "Cl"],
  "xyz": [[-0.1693, 0.1243, -0.6137], [0.9529, 0.2869, -0.4448], [2.0439, -0.2663, -0.7501], [3.1066, -0.0478, -1.2193], [1.3612, 0.6303, 0.6357], [0.5151, 0.1623, 2.6924], [-0.3336, -0.3018, 3.3070], [-1.6653, -0.6877, 4.0051]],
  "forces_ev_per_a": [[-5.7, -0.5, -1.8], [1.5, 3.0, 4.6], [4.0, -3.4, -1.3], [0.6, 0.7, -0.6], [-0.4, 0.2, -1.0], [0.8, -0.1, -0.1], [1.9, 1.3, -1.6], [-2.7, -1.1, 1.7]],
  "nbo_charge": [-0.5248, 0.4248, 0.1278, -0.2250, 0.1887, -0.3292, 0.1303, 0.2075],
  "gap_ev": [8.64, 8.63],
  "molar_mass_g_mol": 120.5,
  "e_above_lowest_ev": 5.456,
  "e_lumo_ha": [-0.0287, -0.0287],
  "largest_force_ev_per_a": 6.004,
  "smiles": "O=CN=O.N#CCl"
}

=====

No. 3
{
  "formula": "C2HClO2",
  "method": "the ωB97M-V functional and the def2-TZVPD basis",
  "symbols": ["O", "C", "C", "O", "Cl", "H"],
  "xyz": [[1.7489, -0.4302, -0.4308], [0.8310, -0.0042, 0.2085], [-0.6332, -0.1917, -0.2898], [-1.1012, -1.1111, -0.9390], [-1.5656, 1.1480, 0.3756], [0.7200, 0.5891, 1.0754]],
  "forces_ev_per_a": [[-0.3, 0.5, 1.1], [-0.8, -1.3, -2.6], [-1.0, -2.9, -1.7], [1.3, 2.8, 1.8], [-0.4, 0.1, -0.2], [1.2, 0.9, 1.6]],
  "nbo_charge": [-0.4150, 0.3460, 0.4165, -0.4407, -0.0500, 0.1431],
  "gap_ev": 9.59,
  "molar_mass_g_mol": 92.5,
  "e_above_lowest_ev": 0.354,
  "e_lumo_ha": -0.0425,
  "largest_force_ev_per_a": 3.563,
  "smiles": "O=CC(=O)Cl"
}

=====

No. 4
{
  "formula": "C2HEuO3",
  "method": "the ωB97M-V functional and the def2-TZVPD basis",
  "symbols": ["O", "H", "O", "O", "C", "C", "Eu"],
  "xyz": [[1.1501, 1.1070, -0.7363], [1.7374, 0.8156, -1.4671], [-0.9335, -0.3137, 0.2213], [-0.1278, -0.7863, 1.2576], [-0.2484, 0.1426, -0.7433], [-0.2661, 1.2363, -1.5015], [-1.3117, -2.2015, 2.9694]],
  "forces_ev_per_a": [[-2.0, -1.3, 0.2], [0.2, -0.1, 0.2], [0.8, -0.2, -0.1], [-0.5, -1.2, 1.4], [0.6, 0.5, 1.0], [0.2, 1.7, -1.9], [0.6, 0.7, -0.7]],
  "nbo_charge": [-0.5472, 0.5511, -0.1188, -0.6178, 0.4520, 0.3401, 1.9406],
  "gap_ev": [8.21, 7.65],
  "molar_mass_g_mol": 225.0,
  "e_above_lowest_ev": 9.409,
  "total_charge": 2,
  "e_lumo_ha": [-0.3635, -0.3863],
  "largest_force_ev_per_a": 2.569,
  "multiplicity": 9
}

=====

No. 5
{
  "formula": "C2HF2O3S",
  "method": "the ωB97M-V functional and the def2-TZVPD basis",
  "symbols": ["C", "C", "O", "O", "O", "F", "F", "S", "H"],
  "xyz": [[1.5566, 0.5667, -0.1141], [0.5400, -0.6215, 0.0425], [0.9783, 1.6661, -0.0938], [2.7341, 0.2644, -0.2384], [-2.5851, 0.0835, 0.4844], [0.2998, -1.4013, -1.0282], [0.6151, -1.4377, 1.1014], [-1.1687, 0.9907, 0.2208], [-2.9702, -0.1110, -0.3745]],
  "forces_ev_per_a": [[-0.1, -0.2, 0.0], [-3.1, 1.9, 0.2], [0.3, 0.3, -0.1], [0.7, -0.4, -0.1], [-0.3, -0.2, 0.1], [0.4, 0.3, 0.3], [0.2, 0.4, -0.3], [1.8, -2.1, -0.1], [0.1, 0.0, 0.0]],
  "nbo_charge": [0.6743, 0.6483, -0.6901, -0.6977, -0.9160, -0.3458, -0.3362, 0.2085, 0.4548],
  "gap_ev": 7.99,
  "molar_mass_g_mol": 143.1,
  "e_above_lowest_ev": 1.144,
  "total_charge": -1,
  "e_lumo_ha": 0.1324,
  "largest_force_ev_per_a": 3.632
}

=====

No. 6
{
  "formula": "C2HF3I2",
  "method": "the ωB97M-V functional and the def2-TZVPD basis",
  "symbols": ["C", "C", "F", "F", "F", "I", "I", "H"],
  "xyz": [[0.3467, 0.2548, -0.6138], [-0.4424, -0.2269, 0.5789], [0.0738, -0.4618, -1.7036], [-1.7572, -0.1081, 0.3614], [-0.1628, 0.5107, 1.6587], [0.1053, 2.3481, -0.9599], [0.0032, -2.3036, 1.0377], [1.8333, -0.0132, -0.3593]],
  "forces_ev_per_a": [[5.2, -0.4, 0.5], [-0.1, -0.5, 0.5], [-0.5, -0.1, -0.3], [-0.2, -0.1, -0.3], [0.3, 0.1, 0.1], [0.0, -0.2, 0.0], [-0.1, 0.3, -0.1], [-4.6, 1.0, -0.4]],
  "nbo_charge": [-0.0017, 0.5249, -0.3424, -0.3254, -0.3248, 0.1630, 0.0906, 0.2160],
  "gap_ev": 9.57,
  "molar_mass_g_mol": 335.8,
  "e_above_lowest_ev": 1.252,
  "e_lumo_ha": -0.0175,
  "largest_force_ev_per_a": 5.219
}

=====

No. 7
{
  "formula": "C2HF3Si",
  "method": "the ωB97M-V functional and the def2-TZVPD basis",
  "symbols": ["C", "C", "F", "F", "F", "Si", "H"],
  "xyz": [[2.7089, 0.0106, 0.2635], [3.5267, 0.7236, -0.0698], [-2.0521, -0.3355, -1.3358], [-0.9494, 1.3793, 0.2408], [-2.1261, -0.6964, 1.2261], [-1.1935, -0.1908, 0.0389], [0.0854, -0.8909, -0.3637]],
  "forces_ev_per_a": [[-7.0, -6.1, 2.9], [7.0, 6.1, -2.9], [0.5, 0.1, 1.3], [0.0, -1.0, 0.1], [0.8, 0.0, -0.4], [-0.5, 0.5, -2.0], [-0.8, 0.3, 1.0]],
  "nbo_charge": [-0.0296, 0.0252, -0.6589, -0.6485, -0.6405, 2.2066, -0.2543],
  "gap_ev": [8.75, 8.87],
  "molar_mass_g_mol": 110.1,
  "e_above_lowest_ev": 6.763,
  "e_lumo_ha": [-0.1245, -0.1196],
  "largest_force_ev_per_a": 9.752
}

=====

No. 8
{
  "formula": "C2HF4P",
  "method": "the ωB97M-V functional and the def2-TZVPD basis",
  "symbols": ["F", "C", "F", "F", "H", "F", "C", "P"],
  "xyz": [[-0.4776, 0.8689, -0.5843], [-0.1634, 0.2590, 0.5448], [-0.9760, 0.5752, 1.5145], [-0.1945, -1.1523, 0.4550], [0.9306, 0.5051, 0.9694], [-1.4505, -2.6418, 3.0467], [-2.4696, -2.6882, 2.2889], [-3.7924, -3.0089, 1.4861]],
  "forces_ev_per_a": [[-0.1, -0.6, 0.2], [4.0, -1.6, 1.8], [-1.4, 0.5, 0.4], [-0.3, 2.1, -0.7], [-2.2, -0.3, -1.7], [0.3, 0.4, 0.0], [-2.4, -1.1, -1.1], [2.1, 0.8, 1.1]],
  "nbo_charge": [-0.3040, 0.8733, -0.3151, -0.3594, 0.1063, -0.2821, -0.0488, 0.3297],
  "gap_ev": 10.46,
  "molar_mass_g_mol": 132.0,
  "e_above_lowest_ev": 2.716,
  "e_lumo_ha": 0.0258,
  "largest_force_ev_per_a": 4.681,
  "smiles": "FC(F)F.FC#P"
}

=====

No. 9
{
  "formula": "C2HFNO4",
  "method": "the ωB97M-V functional and the def2-TZVPD basis",
  "symbols": ["C", "C", "N", "O", "O", "O", "O", "F", "H"],
  "xyz": [[0.5269, -1.3116, 0.2898], [-0.1084, -0.0264, -0.4014], [0.0986, 1.2417, 0.1869], [1.7262, -1.0429, 0.1947], [-0.1332, -2.2246, 0.7008], [0.1334, 1.2996, 1.4111], [0.2212, 2.2185, -0.5466], [0.0147, 0.0248, -1.7278], [-2.4794, -0.1791, -0.1076]],
  "forces_ev_per_a": [[0.0, 1.5, -0.6], [-0.8, -1.0, -0.3], [0.1, 0.8, 0.2], [1.1, -0.2, 0.1], [-0.8, -1.1, 0.5], [-0.1, -0.2, 0.0], [0.0, 0.1, -0.1], [-0.1, 0.0, 0.4], [0.7, 0.1, -0.1]],
  "nbo_charge": [0.7232, 0.4123, 0.4176, -0.6750, -0.6714, -0.4064, -0.4323, -0.3161, -0.0520],
  "gap_ev": [8.18, 7.25],
  "molar_mass_g_mol": 122.0,
  "e_above_lowest_ev": 3.210,
  "total_charge": -1,
  "e_lumo_ha": [0.0972, 0.0939],
  "largest_force_ev_per_a": 1.646
}

=====

No. 10
{
  "formula": "C2HFO2Pt",
  "method": "the ωB97M-V functional and the def2-TZVPD basis",
  "symbols": ["C", "C", "O", "O", "Pt", "H", "F"],
  "xyz": [[0.4587, 0.5039, -0.1596], [0.0531, -0.8653, -0.1355], [0.6678, -1.8837, 0.0083], [-0.5225, 1.3887, 0.0255], [2.2425, 0.9031, 0.0532], [-1.4520, 0.8522, 0.1317], [-1.4477, -0.8989, 0.0764]],
  "forces_ev_per_a": [[-5.4, -0.2, -0.2], [-1.4, -2.5, 1.8], [-0.6, 1.7, -0.8], [-0.8, -1.0, 0.0], [2.9, 0.7, 0.3], [2.7, 1.2, -0.3], [2.7, 0.1, -0.8]],
  "nbo_charge": [-0.0143, 0.7126, -0.4269, -0.5929, 1.1402, 0.5715, -0.3902],
  "gap_ev": [6.98, 6.32],
  "molar_mass_g_mol": 271.1,
  "e_above_lowest_ev": 0.000,
  "total_charge": 1,
  "e_lumo_ha": [-0.2559, -0.3742],
  "largest_force_ev_per_a": 5.406,
  "multiplicity": 4
}